Entry 1:
C20H23ClN2O4 as an isolated structure in a non-equilibrium geometry, computed with the ωB97M-V functional and the def2-TZVPD basis.

E_HOMO: -0.308 Ha
Total charge: 0
Orbital gap: 8.00 eV
E_LUMO: -0.38 eV
ΔE to the lowest compared entry with this formula, charge and spin: 16.812 eV
Largest force on an atom: 19.6 eV Å⁻¹

XYZ file:
```
50
Properties=species:S:1:pos:R:3:forces:R:3:lowdin_charge:R:1
C -2.936481 -1.549956 -3.118156 -1.28 -2.26 -4.54 -0.10
C -2.799730 -1.694812 -1.686853 -2.32 -1.02 1.83 -0.38
O -1.485607 -1.826558 -1.214060 0.43 -3.18 0.24 -0.16
C -1.186474 -3.308892 -1.205301 -5.32 0.04 -1.50 -0.15
C -1.686743 -4.193734 -0.070122 -1.62 10.80 6.85 -0.04
C -0.814112 -3.883196 1.313559 -6.18 1.55 0.76 -0.22
N -0.523758 -2.528247 1.603954 1.85 5.81 -2.00 0.03
C 0.750186 -1.886845 0.968548 -4.99 -2.11 3.68 -0.39
O 1.668548 -2.573785 0.704726 1.58 -1.21 -1.17 0.14
C 0.865069 -0.411173 1.126910 -3.50 2.99 3.96 -0.11
N -0.393116 0.386439 0.495364 6.56 -8.65 -8.56 0.12
C -1.248440 1.175428 0.981138 4.95 -2.79 4.73 -0.60
O -0.956021 1.209648 2.152094 -2.28 3.68 6.42 0.06
C -2.229881 1.719744 0.310532 -1.83 0.99 -9.21 -0.07
C -2.258981 1.587873 -1.250293 2.42 0.13 6.05 0.08
C -3.377394 2.079922 -1.720513 7.03 -3.32 -7.37 -0.24
C -4.363754 2.492809 -1.129272 -13.09 7.75 6.45 -0.13
C -4.451144 2.666147 0.274494 -0.72 1.62 -0.89 0.03
C -3.231602 2.343624 0.876608 -6.13 0.98 6.35 -0.16
O -3.413038 2.403904 2.388468 -0.11 0.60 -4.73 0.02
H -2.553853 2.066440 2.539210 2.23 -0.82 2.01 0.01
H -5.359481 3.254472 0.883431 2.79 -2.01 -1.87 0.19
H -5.240252 3.157736 -1.689182 2.14 -2.41 1.02 0.18
H -3.348071 2.138647 -2.751019 -0.40 0.18 -2.38 0.11
H -1.399811 1.371372 -1.892705 -0.32 -0.28 0.66 0.13
H -0.509638 -0.194271 -0.422192 -0.44 2.00 1.76 0.15
C 2.140436 -0.060060 0.549382 0.21 7.01 -6.11 -0.13
C 3.353584 -0.046222 1.162785 -13.69 -6.83 6.63 -0.17
C 4.455913 0.151253 0.789461 16.72 6.42 -7.89 -0.15
C 4.602629 0.891936 -0.419517 -4.06 1.52 -2.26 -0.63
C 3.408150 1.389480 -1.191086 -0.22 -6.89 9.54 -0.03
C 2.151814 0.843023 -0.744785 5.77 -2.68 5.29 0.09
H 1.305039 1.187243 -1.108267 -3.98 1.15 -2.05 0.03
H 3.411585 1.733695 -2.070153 0.73 3.42 -6.51 0.01
Cl 6.055409 1.369264 -1.138309 1.34 0.00 0.07 0.70
H 5.496115 0.125478 1.214078 -1.52 -0.98 0.55 0.14
H 3.313564 -0.781928 1.931273 -0.14 -0.09 1.90 0.14
H 0.766746 -0.033742 2.455752 0.36 -1.54 -4.24 0.28
H -1.215995 -1.717812 1.612238 0.55 -2.12 0.04 0.14
H 0.072978 -4.179480 1.174009 6.87 -3.31 -1.16 0.02
H -1.124063 -4.264606 2.342098 -0.48 -0.43 -1.84 0.14
H -2.850381 -3.589753 0.586269 2.84 -1.93 -2.72 0.22
H -1.872714 -5.128019 -0.091201 -1.27 -6.53 -1.17 0.00
H -0.198849 -3.407614 -1.191523 4.30 -0.18 -0.65 0.07
H -1.720733 -3.723670 -2.145873 1.52 0.61 1.18 0.13
H -3.475361 -2.549962 -1.375703 0.95 0.68 0.10 0.13
H -3.199451 -0.857784 -1.180923 -0.56 1.12 0.57 0.09
H -2.541426 -2.620261 -3.645693 -1.04 3.31 0.92 0.14
H -3.970733 -1.223242 -3.628101 1.52 -1.56 1.85 0.13
H -2.452150 -0.686044 -3.470445 1.81 0.76 -0.59 0.03
```
Forces are in eV/Å.

=====

Entry 2:
C4H7N3O as an isolated structure in a non-equilibrium geometry, computed with the ωB97M-V functional and the def2-TZVPD basis.

E_HOMO: -0.336 Ha
Total charge: 0
Orbital gap: 8.89 eV
E_LUMO: -0.26 eV
ΔE to the lowest compared entry with this formula, charge and spin: 9.181 eV
Largest force on an atom: 9.6 eV Å⁻¹

XYZ file:
```
15
Properties=species:S:1:pos:R:3:forces:R:3:lowdin_charge:R:1
C 0.102075 1.011662 -0.384324 -0.18 2.26 -2.06 -0.52
C 0.492803 -0.301015 -1.168984 -4.46 1.37 2.53 -0.24
C -0.420204 -1.516166 -0.529932 2.82 -0.54 -1.33 -0.16
C -1.295861 -1.219235 0.613899 2.34 2.39 4.23 -0.08
H 1.304262 2.040405 0.978739 0.39 1.51 1.24 0.05
H 2.353945 0.778696 -0.271261 -4.28 3.05 2.76 0.28
H -0.374247 2.573138 0.268165 -2.90 -1.22 -1.63 0.10
H 0.734854 -0.513642 -2.166224 -0.09 0.83 -1.64 0.12
H 1.323216 -0.534856 0.681533 -1.68 -2.14 -2.70 0.15
H -0.362718 -2.464944 -1.261117 -0.93 2.23 2.20 0.16
H -2.421063 -2.069568 0.701109 3.48 3.26 0.14 0.21
N 1.247551 1.357020 0.296275 5.02 -4.20 -3.85 0.02
N -0.937853 1.809966 -0.354437 3.77 0.13 1.28 0.11
N 1.092831 -1.094618 -0.285760 1.72 -2.48 3.79 -0.04
O -0.706105 -0.270910 1.536570 -5.04 -6.44 -4.96 -0.18
```
Forces are in eV/Å.

=====

Entry 3:
C2H10BClCrN2O8 as an isolated structure in a non-equilibrium geometry, computed with the ωB97M-V functional and the def2-TZVPD basis.

E_HOMO (alpha / beta): -0.380 / -0.380 Ha
Expectation value of S²: 6.02
Spin multiplicity: 5
Total charge: 0
Orbital gap (alpha / beta): 7.16 / 7.86 eV
E_LUMO (alpha / beta): -3.18 / -2.49 eV
Largest force on an atom: 5.4 eV Å⁻¹

XYZ file:
```
25
Properties=species:S:1:pos:R:3:forces:R:3:mulliken_spin:R:1
Cr 0.581735 1.708319 0.987857 -1.61 -1.42 -1.89 4.06
Cl -1.185302 -0.666073 -0.542619 -0.72 1.95 -3.84 -0.01
O -1.147481 -1.974857 -1.128002 -0.16 0.60 1.17 0.00
O 0.070781 -0.390910 0.138320 3.39 1.08 2.03 -0.01
O -1.230635 0.343689 -1.629071 -0.47 -1.54 1.45 0.00
O -2.157715 -0.435344 0.459559 -1.29 -0.64 0.07 0.01
B -1.288131 2.850396 0.415641 -0.31 0.89 -0.86 -0.03
H -2.198298 2.426126 0.020894 -2.73 -1.76 -1.51 0.01
H -0.440478 2.765657 -0.246580 3.33 -0.39 -3.05 0.03
H -1.438435 3.894980 0.640375 -0.20 3.74 1.14 0.00
H -1.163621 2.354247 1.365678 0.99 -2.58 4.68 -0.04
C -0.492026 -2.519833 3.110939 0.08 -0.22 0.86 0.00
N -0.064902 -3.954419 2.907402 0.03 -0.42 -0.55 0.00
O -0.387601 -4.792192 3.753234 0.49 1.17 -0.99 0.00
O 0.535057 -4.185781 1.863147 -0.43 0.04 1.12 0.00
H -0.953580 -2.504466 4.098278 -0.37 0.08 -0.36 0.00
H -1.123651 -2.207721 2.279229 -0.06 -0.24 0.18 0.00
H 0.371925 -1.857489 3.165733 0.23 -0.42 -0.31 0.00
C 1.689336 1.354702 -3.685007 -0.87 1.43 -0.33 0.00
N 2.316549 1.233582 -2.378036 3.32 -3.57 0.06 0.00
O 1.753829 1.596796 -1.380680 -0.95 1.19 0.93 0.00
O 3.391568 0.600782 -2.337866 -1.60 1.43 -0.17 0.00
H 0.662208 1.009042 -3.568311 0.10 -0.26 -0.11 0.00
H 2.268347 0.915187 -4.497210 -0.04 -0.19 0.59 0.00
H 1.630521 2.435580 -3.812902 -0.13 0.06 -0.34 0.00
```
Forces are in eV/Å.

=====

Entry 4:
A single C6H10N2 molecule in a non-equilibrium geometry, computed with the ωB97M-V functional and the def2-TZVPD basis.

E_HOMO: -0.335 Ha
SMILES: C1CN2[C@H]3[C@H]1NC[C@H]32
Total charge: 0
Orbital gap: 10.20 eV
E_LUMO: 1.08 eV
ΔE to the lowest compared entry with this formula, charge and spin: 8.168 eV
Largest force on an atom: 5.1 eV Å⁻¹

XYZ file:
```
18
Properties=species:S:1:pos:R:3:forces:R:3:lowdin_charge:R:1
C -0.143642 -1.347323 1.292531 0.95 -0.12 -0.70 -0.09
C -0.425005 0.225884 1.903277 -1.85 -1.18 2.69 -0.13
N 0.005666 1.413139 0.939112 -0.42 -2.20 1.42 0.04
C 0.829497 0.647909 0.093770 4.72 1.32 -1.50 -0.41
C 0.120521 -0.625320 -0.074647 -1.24 -4.15 -0.17 -0.39
N 0.116643 -0.999235 -1.552895 1.57 -0.93 2.69 0.01
C -0.230794 0.371292 -1.923304 -4.25 0.14 -1.91 -0.22
C -0.085731 1.399778 -0.762766 1.55 1.95 0.12 -0.09
H 0.681585 -2.012244 1.758599 -0.46 2.04 -0.44 0.10
H -0.923186 -2.191962 1.321052 0.11 2.17 -0.47 0.11
H -1.609941 0.384286 2.171799 3.22 -0.54 -0.26 0.14
H 0.326759 0.117989 2.878267 -2.14 1.45 -2.45 0.15
H 2.025211 0.679596 -0.058353 -2.58 0.07 0.87 0.19
H -0.862350 -0.272424 -0.204221 -1.62 0.24 1.07 0.09
H 1.054011 -1.428305 -1.689456 -0.61 1.29 -1.07 0.11
H 0.359899 0.755887 -2.690077 1.33 0.82 -1.29 0.09
H -1.311013 0.346938 -2.418553 1.92 0.00 1.10 0.15
H 0.071870 2.534113 -0.984136 -0.20 -2.35 0.30 0.16
```
Forces are in eV/Å.

=====

Entry 5:
A single C25H22ClN3O4S molecule, computed with the ωB97M-V functional and the def2-TZVPD basis.

E_HOMO: -0.304 Ha
SMILES: CCOC(=O)c1c(C)[nH]c(C)c1C(=O)CSc1nc2ccccc2c(=O)n1-c1ccc(Cl)cc1
Total charge: 0
Orbital gap: 8.62 eV
E_LUMO: 0.35 eV
ΔE to the lowest compared entry with this formula, charge and spin: 0.000 eV
Largest force on an atom: 0.8 eV Å⁻¹

XYZ file:
```
56
Properties=species:S:1:pos:R:3:forces:R:3:lowdin_charge:R:1
C -0.223244 -2.682493 -2.458536 -0.10 0.34 0.14 -0.04
C 0.071784 -1.189816 -2.469825 0.13 -0.33 -0.49 -0.19
O -0.769678 -0.447665 -1.580615 -0.10 0.00 0.30 -0.01
C -2.010894 -0.211426 -2.017263 -0.21 -0.05 -0.14 -0.42
O -2.458972 -0.675088 -3.040594 0.10 -0.05 -0.07 0.11
C -2.800131 0.645813 -1.120349 -0.37 0.27 0.16 -0.03
C -4.146938 0.477479 -0.892555 0.37 -0.29 -0.37 -0.24
C -5.090606 -0.550893 -1.394184 0.01 -0.04 0.04 0.00
N -4.537024 1.446440 -0.018478 -0.17 -0.09 0.02 0.13
C -3.490849 2.243387 0.326802 0.64 0.22 -0.09 -0.24
C -3.708818 3.422205 1.208516 0.03 -0.09 0.10 -0.01
C -2.373083 1.772111 -0.338438 -0.75 -0.17 -0.24 -0.08
C -1.019095 2.311139 -0.334917 -0.09 0.40 0.25 -0.42
O -0.274244 2.255454 -1.286484 -0.06 0.08 -0.06 0.09
C -0.542728 2.912238 0.986541 0.50 -0.34 0.21 -0.35
S 1.008402 2.061770 1.422683 0.13 0.51 0.06 1.05
C 0.371740 0.422802 1.313364 -0.60 0.46 0.39 -0.55
N -0.868631 0.260005 1.593426 0.25 0.38 0.15 0.13
C -1.396419 -0.996016 1.502220 0.19 -0.72 -0.10 -0.21
C -2.760602 -1.185010 1.745994 0.03 -0.10 -0.02 -0.01
C -3.303173 -2.445405 1.655710 -0.04 0.12 0.03 -0.07
C -2.506305 -3.543549 1.333802 0.10 -0.15 -0.05 -0.07
C -1.160406 -3.374446 1.102741 0.07 0.00 0.02 -0.01
C -0.592737 -2.101219 1.180462 -0.45 0.12 0.14 -0.07
C 0.823371 -1.905366 0.893901 -0.02 -0.15 0.00 -0.36
O 1.604744 -2.780985 0.590913 -0.03 -0.08 -0.04 0.10
N 1.241620 -0.564773 0.965569 0.03 -0.29 -0.04 0.07
C 2.571145 -0.261527 0.553728 0.60 0.04 -0.22 -0.25
C 2.779683 0.548241 -0.557225 0.00 -0.25 0.06 -0.05
C 4.068799 0.819139 -0.973213 0.12 -0.03 0.03 -0.08
C 5.138997 0.269232 -0.283601 -0.27 -0.04 0.09 -0.67
Cl 6.749229 0.605930 -0.805360 0.23 0.05 -0.08 0.68
C 4.935282 -0.547133 0.817341 0.05 0.05 -0.04 -0.09
C 3.644808 -0.812187 1.237301 -0.15 0.16 -0.07 0.01
H -0.040974 -3.102423 -1.473811 0.06 -0.09 0.06 0.05
H -1.257152 -2.862217 -2.741325 -0.02 -0.04 -0.05 0.08
H 0.429129 -3.174957 -3.174176 0.09 -0.09 -0.07 0.08
H -0.064055 -0.789798 -3.479964 0.11 -0.01 0.16 0.13
H 1.090494 -0.995982 -2.129043 -0.11 0.04 -0.04 0.11
H -6.015401 -0.088222 -1.736041 -0.09 -0.02 -0.06 0.08
H -5.332685 -1.267746 -0.608561 -0.06 -0.08 0.03 0.08
H -4.633092 -1.079186 -2.224601 -0.05 -0.03 -0.03 0.08
H -5.482194 1.569185 0.310793 0.11 0.01 -0.06 0.17
H -4.729700 3.785095 1.098239 -0.02 0.11 0.01 0.08
H -3.027152 4.228519 0.953764 -0.02 0.09 0.03 0.08
H -3.557441 3.160932 2.257060 0.01 0.05 0.08 0.09
H -0.271174 3.960361 0.864250 0.00 0.03 -0.01 0.09
H -1.247519 2.770681 1.798256 -0.07 0.10 -0.08 0.06
H -3.360241 -0.326576 2.003701 -0.07 0.14 0.01 0.11
H -4.357650 -2.591501 1.842182 -0.09 0.00 0.02 0.10
H -2.947910 -4.526279 1.268641 -0.02 -0.09 0.00 0.10
H -0.519821 -4.209203 0.859428 0.04 -0.06 -0.03 0.12
H 1.939856 0.974156 -1.086578 -0.09 0.03 -0.02 0.10
H 4.241685 1.448842 -1.831221 0.04 0.06 -0.07 0.11
H 5.777179 -0.971878 1.340363 0.09 -0.02 0.02 0.11
H 3.470839 -1.451935 2.087902 -0.03 -0.06 0.06 0.13
```
Forces are in eV/Å.